Arrangement a

ORCA calculation (wB97M-V/def2-TZVPD) on the molecule C2H4P2.

The geometry in ORCA input format:
```
! RIJCOSX wB97M-V def2-TZVPD def2/J DEFGRID3
* xyz 0 1
P 0.928 1.120 0.003
C -0.444 -0.040 -0.205
C -1.661 -0.166 0.862
P -2.299 0.641 -0.422
H 0.708 1.275 1.435
H 0.467 2.364 -0.294
H 0.053 -0.961 -0.660
H -1.768 -0.759 1.785
*
```

Results
* LUMO level: -0.072 eV
* HOMO-LUMO gap: 0.31816 Ha
* SMILES: P[C@H]1C=P1
* highest occupied orbital energy: -8.7 eV

Arrangement b

ORCA calculation (wB97M-V/def2-TZVPD) on C2H4P2 as an isolated structure.

The geometry in ORCA input format:
```
! RIJCOSX wB97M-V def2-TZVPD def2/J DEFGRID3
* xyz 0 1
C -2.537 0.929 -0.362
C 0.517 -0.746 -0.554
P -1.041 0.604 -0.443
P 1.287 -0.296 0.987
H -3.356 1.661 -0.080
H 1.015 -0.354 -1.437
H 2.618 -0.229 0.449
H 1.497 -1.568 1.439
*
```

Results
* LUMO level (spin up / spin down): -1.066 / -1.066 eV
* HOMO-LUMO gap (spin up / spin down): 0.26725 / 0.26730 Ha
* highest occupied orbital energy (spin up / spin down): -8.3 / -8.3 eV

Quick one: most stable of them? arrangement a

Arrangement a

ORCA calculation (wB97M-V/def2-TZVPD) on the molecule C6H10O3.

The geometry in ORCA input format:
```
! RIJCOSX wB97M-V def2-TZVPD def2/J DEFGRID3
* xyz 0 1
C -2.749 -0.530 0.370
C -1.511 -0.343 -0.487
C -1.008 1.081 -0.411
C 0.247 1.209 0.051
C 1.143 0.030 0.243
C 2.673 0.477 -0.047
O 3.251 -0.901 -0.002
O 0.735 -1.008 -0.654
O -0.406 -1.207 0.080
H -3.411 0.582 0.333
H -3.483 -1.280 -0.045
H -2.532 -0.935 1.527
H -1.904 -1.110 -1.375
H -1.751 1.763 -1.002
H 0.710 1.950 0.551
H 1.359 -0.478 1.327
H 2.782 1.310 -1.052
H 3.216 0.886 0.936
H 2.638 -1.494 -0.342
*
```

Results
* LUMO level: 0.729 eV
* HOMO-LUMO gap: 0.37739 Ha
* SMILES: C[C@H]1C=C[C@H](CO)OO1
* highest occupied orbital energy: -9.5 eV

Arrangement b

ORCA calculation (wB97M-V/def2-TZVPD) on the molecule C6H10O3.

The geometry in ORCA input format:
```
! RIJCOSX wB97M-V def2-TZVPD def2/J DEFGRID3
* xyz 0 1
C -1.358 -2.058 0.268
C -0.415 -0.960 -0.181
C 1.041 -1.033 0.630
C -0.994 0.389 0.010
C -0.338 1.494 -0.364
O -0.735 2.744 0.034
C 1.037 1.409 -0.975
O 1.241 0.926 -2.057
O 1.951 2.220 -0.362
H -2.254 -2.061 -0.350
H -1.653 -1.915 1.306
H -0.891 -3.034 0.168
H -0.115 -1.097 -1.221
H 0.882 -0.759 1.674
H 1.284 -2.093 0.610
H 1.923 -0.556 0.216
H -1.854 0.496 0.658
H -0.396 3.405 -0.582
H 1.644 2.483 0.519
*
```

Results
* LUMO level: 0.519 eV
* HOMO-LUMO gap: 0.35301 Ha
* SMILES: CC(C)/C=C(/O)C(=O)O
* highest occupied orbital energy: -9.1 eV

Quick one: most stable of them? arrangement b

Arrangement a

ORCA calculation (wB97M-V/def2-TZVPD) on the molecule C6H10O3.

The geometry in ORCA input format:
```
! RIJCOSX wB97M-V def2-TZVPD def2/J DEFGRID3
* xyz 0 1
C 1.147 1.438 -0.456
C 0.510 0.085 0.030
C 1.359 -0.446 1.191
C 0.042 -0.827 -1.009
O 0.038 -2.142 -0.922
C -0.975 0.070 0.182
O -1.410 -0.696 1.227
C -2.073 0.736 -0.524
O -3.130 0.571 0.009
H 1.061 2.208 0.193
H 0.582 1.749 -1.441
H 2.165 1.232 -0.833
H 2.039 -1.174 0.916
H 0.791 -1.071 1.901
H 1.929 0.331 1.639
H -0.127 -0.310 -1.978
H 0.297 -2.355 0.070
H -2.332 -0.844 1.117
H -1.915 1.445 -1.313
*
```

Results
* LUMO level: 0.623 eV
* HOMO-LUMO gap: 0.31222 Ha
* SMILES: CC1(C)[C@@H](O)[C@]1(O)C=O
* highest occupied orbital energy: -7.9 eV

Arrangement b

ORCA calculation (wB97M-V/def2-TZVPD) on the molecule C6H10O3.

The geometry in ORCA input format:
```
! RIJCOSX wB97M-V def2-TZVPD def2/J DEFGRID3
* xyz 0 1
C -0.037 -0.083 1.778
C -0.257 0.101 0.274
C 0.074 1.482 -0.348
C -1.638 -0.238 -0.249
O -1.420 -1.136 -1.438
C 0.845 -0.921 -0.271
O 2.240 -0.909 0.366
C 2.096 -0.554 -0.844
O 2.656 -0.164 -1.788
H -0.728 0.551 2.473
H -0.299 -1.052 2.135
H 1.013 0.165 2.036
H -0.805 2.141 -0.287
H 0.449 1.412 -1.386
H 0.833 1.913 0.362
H -2.077 0.771 -0.591
H -2.345 -0.739 0.349
H -1.184 -0.728 -2.267
H 0.585 -2.012 -0.305
*
```

Results
* LUMO level: 0.679 eV
* HOMO-LUMO gap: 0.39733 Ha
* SMILES: CC(C)(CO)[C@@H]1OC1=O
* highest occupied orbital energy: -10.1 eV

Quick one: most stable of them? arrangement b

Arrangement a

ORCA calculation (wB97M-V/def2-TZVPD) on a 2-piece molecular cluster, H5N3 overall.

The geometry in ORCA input format:
```
! RIJCOSX wB97M-V def2-TZVPD def2/J DEFGRID3
* xyz 0 1
N 1.217 0.057 0.198
N -0.966 0.101 0.328
N 0.134 -0.728 0.122
H 1.107 1.082 -0.186
H 1.430 -0.015 1.230
H -1.764 -0.306 0.644
H -1.318 0.847 -0.362
H 0.082 -1.374 -1.143
*
```

Results
* LUMO level: 1.138 eV
* HOMO-LUMO gap: 0.36610 Ha
* highest occupied orbital energy: -8.8 eV

Arrangement b

ORCA calculation (wB97M-V/def2-TZVPD) on a 2-piece molecular cluster, H5N3 overall.

The geometry in ORCA input format:
```
! RIJCOSX wB97M-V def2-TZVPD def2/J DEFGRID3
* xyz 0 1
N 0.007 -1.239 -0.196
N -0.349 0.696 0.951
N -0.597 -0.007 -0.123
H 0.957 -1.263 -0.281
H -0.338 -1.579 -1.107
H -0.478 1.701 0.837
H 0.466 0.672 1.439
H 0.333 1.020 -1.520
*
```

Results
* LUMO level (spin up / spin down): 0.088 / 0.872 eV
* HOMO-LUMO gap (spin up / spin down): 0.27419 / 0.34897 Ha
* highest occupied orbital energy (spin up / spin down): -7.4 / -8.6 eV

Quick one: most stable of them? arrangement a

Arrangement a

ORCA calculation (wB97M-V/def2-TZVPD) on a 2-piece molecular cluster, C4H3NO3 overall.

The geometry in ORCA input format:
```
! RIJCOSX wB97M-V def2-TZVPD def2/J DEFGRID3
* xyz 0 1
C -0.096 -0.747 -0.919
C 1.011 -0.666 0.297
C 0.629 0.763 0.839
C -0.664 1.232 0.231
H 0.899 -1.516 0.954
H 1.977 -1.012 -0.412
H -2.393 -0.309 -0.793
N -1.031 0.190 -0.627
O -0.203 -1.522 -1.883
O 1.055 1.284 1.941
O -1.184 2.303 0.372
*
```

Results
* LUMO level: -1.384 eV
* HOMO-LUMO gap: 0.34053 Ha
* highest occupied orbital energy: -10.7 eV

Arrangement b

ORCA calculation (wB97M-V/def2-TZVPD) on the molecule C4H3NO3.

The geometry in ORCA input format:
```
! RIJCOSX wB97M-V def2-TZVPD def2/J DEFGRID3
* xyz 0 1
O -3.539 0.277 0.018
C -2.603 -0.468 -0.002
N -1.293 -0.133 -0.040
O -0.804 1.161 -0.028
C 0.516 1.103 -0.009
C 1.058 -0.142 -0.002
C 0.057 -1.141 -0.014
O -0.102 -2.308 -0.007
H -2.668 -1.571 0.001
H 1.016 2.055 0.015
H 2.107 -0.365 -0.010
*
```

Results
* LUMO level (spin up / spin down): -0.118 / -0.118 eV
* HOMO-LUMO gap (spin up / spin down): 0.36086 / 0.36084 Ha
* SMILES: O=Cn1occc1=O
* highest occupied orbital energy (spin up / spin down): -9.9 / -9.9 eV

Arrangement c

ORCA calculation (wB97M-V/def2-TZVPD) on C4H3NO3 as an isolated structure.

The geometry in ORCA input format:
```
! RIJCOSX wB97M-V def2-TZVPD def2/J DEFGRID3
* xyz 0 1
C -1.525 0.945 1.211
C 0.516 0.503 -0.022
C -0.017 -0.512 -0.713
C 1.154 -1.115 -1.100
H -1.763 1.575 2.091
H -0.975 -0.953 -0.711
H 1.194 -2.343 -1.172
N 1.798 0.755 0.060
O -2.144 0.046 0.585
O -0.371 1.485 0.527
O 2.133 -0.386 -0.755
*
```

Results
* LUMO level: 0.274 eV
* HOMO-LUMO gap: 0.38251 Ha
* highest occupied orbital energy: -10.1 eV

Quick one: most stable of them? arrangement b

Arrangement a

ORCA calculation (wB97M-V/def2-TZVPD) on an isolated ion of composition C5H11NO and charge -1.

The geometry in ORCA input format:
```
! RIJCOSX wB97M-V def2-TZVPD def2/J DEFGRID3
* xyz -1 2
C -0.596 -0.406 0.697
C -0.626 0.924 -0.115
C 0.787 1.423 -0.368
C -1.352 2.041 0.904
C 0.431 -1.199 -0.102
N -0.055 -1.780 -1.228
O 1.592 -1.507 0.306
H -1.448 -1.078 0.747
H -0.228 -0.342 1.724
H -1.304 0.838 -0.943
H 0.630 2.428 -0.789
H 1.342 0.736 -1.152
H 1.239 1.480 0.621
H -2.327 2.324 0.220
H -1.348 1.774 1.905
H -0.823 3.009 0.855
H 0.761 -2.279 -1.580
H -0.709 -1.070 -1.556
*
```

Results
* LUMO level (spin up / spin down): 4.299 / 4.016 eV
* HOMO-LUMO gap (spin up / spin down): 0.11372 / 0.36234 Ha
* expectation value of S²: 0.750
* highest occupied orbital energy (spin up / spin down): 1.2 / -5.8 eV

Arrangement b

ORCA calculation (wB97M-V/def2-TZVPD) on a 2-piece molecular cluster, C5H11NO overall.

The geometry in ORCA input format:
```
! RIJCOSX wB97M-V def2-TZVPD def2/J DEFGRID3
* xyz -1 2
C -2.242 1.022 0.363
N -0.089 0.970 2.428
C -0.480 -0.142 1.625
C -1.125 0.067 0.421
C -1.118 -1.170 -0.476
C -1.941 -1.411 -1.558
H -2.065 2.113 0.716
H -2.624 1.084 -0.690
H -2.942 0.659 1.081
H 0.071 1.921 2.028
H 0.588 0.804 3.130
H 0.412 -0.849 1.665
H -0.202 -1.859 -0.457
H -1.946 -2.347 -2.087
H -2.801 -0.676 -1.849
H 6.812 0.281 -1.850
H 5.803 -0.346 -2.703
O 5.887 -0.123 -1.786
*
```

Results
* LUMO level (spin up / spin down): 2.642 / 2.633 eV
* HOMO-LUMO gap (spin up / spin down): 0.07598 / 0.17649 Ha
* expectation value of S²: 0.764
* highest occupied orbital energy (spin up / spin down): 0.6 / -2.2 eV

Arrangement c

ORCA calculation (wB97M-V/def2-TZVPD) on an isolated ion of composition C5H11NO and charge -1.

The geometry in ORCA input format:
```
! RIJCOSX wB97M-V def2-TZVPD def2/J DEFGRID3
* xyz -1 2
C -1.331 1.210 1.182
C -1.277 -0.145 0.269
N -0.059 -0.610 0.015
C 1.149 0.332 -0.236
C 1.124 1.021 -1.564
C 0.066 -2.061 0.131
O -2.277 -0.823 0.178
H -2.217 0.963 1.850
H -1.383 2.186 0.807
H -0.391 1.291 1.970
H 1.891 -0.437 -0.199
H 1.036 1.054 0.555
H 1.119 0.113 -2.289
H 2.007 1.701 -1.846
H 0.165 1.579 -1.643
H -0.526 -2.728 -0.452
H 1.099 -2.263 0.050
H -0.195 -2.380 1.223
*
```

Results
* LUMO level (spin up / spin down): 4.107 / 4.106 eV
* HOMO-LUMO gap (spin up / spin down): 0.10514 / 0.36052 Ha
* expectation value of S²: 0.750
* highest occupied orbital energy (spin up / spin down): 1.2 / -5.7 eV

Arrangement d

ORCA calculation (wB97M-V/def2-TZVPD) on an isolated ion of composition C5H11NO and charge -1.

The geometry in ORCA input format:
```
! RIJCOSX wB97M-V def2-TZVPD def2/J DEFGRID3
* xyz -1 2
C -0.814 0.547 1.342
N -0.472 -0.505 0.408
C 0.071 -1.697 1.008
C -0.618 1.089 -1.600
C 0.108 -0.057 -0.862
C 1.591 0.297 -0.647
O 2.540 0.053 -1.477
H 0.031 1.199 1.631
H -1.465 1.260 0.835
H -1.347 0.174 2.220
H -0.089 -1.666 2.088
H 1.151 -1.832 0.874
H -0.374 -2.597 0.569
H -0.169 1.093 -2.584
H -0.445 1.970 -0.983
H -1.689 0.852 -1.570
H 0.095 -0.897 -1.589
H 1.895 0.718 0.335
*
```

Results
* LUMO level (spin up / spin down): 4.047 / 3.967 eV
* HOMO-LUMO gap (spin up / spin down): 0.12648 / 0.24815 Ha
* expectation value of S²: 0.754
* highest occupied orbital energy (spin up / spin down): 0.6 / -2.8 eV

Quick one: most stable of them? arrangement d

Arrangement a

ORCA calculation (wB97M-V/def2-TZVPD) on a 2-piece molecular cluster, C3H8N2O overall.

The geometry in ORCA input format:
```
! RIJCOSX wB97M-V def2-TZVPD def2/J DEFGRID3
* xyz 0 1
H -0.804 -2.625 1.316
N -0.173 -1.916 1.799
C -0.694 -0.720 1.721
N -0.126 0.513 1.748
H -1.799 -0.613 1.601
H -0.315 1.118 0.911
H 0.805 0.431 1.977
C 0.789 -0.247 -2.253
C 0.573 1.032 -1.592
O -0.506 1.431 -1.181
H 0.006 -0.637 -2.918
H 1.737 -0.204 -2.686
H 1.011 -0.995 -1.487
H 1.493 1.511 -1.354
*
```

Results
* LUMO level: 0.660 eV
* HOMO-LUMO gap: 0.35974 Ha
* SMILES: [H]/N=C/N.CC=O
* highest occupied orbital energy: -9.1 eV

Arrangement b

ORCA calculation (wB97M-V/def2-TZVPD) on the molecule C3H8N2O.

The geometry in ORCA input format:
```
! RIJCOSX wB97M-V def2-TZVPD def2/J DEFGRID3
* xyz 0 1
C 0.111 -0.959 1.323
C -0.531 -0.075 0.177
N -0.269 1.313 0.613
C 0.035 -0.403 -1.237
N 0.440 0.730 -1.873
O 0.212 -1.563 -1.641
H 1.173 -0.824 1.335
H -0.013 -2.037 1.014
H -0.303 -0.773 2.344
H -1.613 -0.316 0.113
H -0.731 1.394 1.548
H 0.774 1.371 0.634
H 0.793 0.598 -2.847
H -0.079 1.543 -1.501
*
```

Results
* LUMO level: 0.909 eV
* HOMO-LUMO gap: 0.38281 Ha
* SMILES: C[C@@H](N)C(N)=O
* highest occupied orbital energy: -9.5 eV

Arrangement c

ORCA calculation (wB97M-V/def2-TZVPD) on C3H8N2O as an isolated structure.

The geometry in ORCA input format:
```
! RIJCOSX wB97M-V def2-TZVPD def2/J DEFGRID3
* xyz 0 1
C 1.070 0.526 -1.936
N 0.547 -0.072 -0.725
C -0.432 0.509 -0.006
O -1.071 1.569 -0.388
N -0.944 0.143 1.149
C -0.611 -1.042 1.893
H 1.285 -0.249 -2.678
H 1.982 1.105 -1.748
H 0.306 1.194 -2.335
H 1.060 -0.821 -0.288
H -1.616 1.227 0.724
H -1.145 -1.026 2.846
H -0.894 -1.965 1.365
H 0.464 -1.099 2.125
*
```

Results
* LUMO level: 0.856 eV
* HOMO-LUMO gap: 0.35468 Ha
* highest occupied orbital energy: -8.8 eV

Arrangement d

ORCA calculation (wB97M-V/def2-TZVPD) on the molecule C3H8N2O.

The geometry in ORCA input format:
```
! RIJCOSX wB97M-V def2-TZVPD def2/J DEFGRID3
* xyz 0 1
H -2.174 1.955 -0.432
N -1.499 1.293 0.040
C -0.486 1.026 -0.710
N -0.088 1.589 -1.899
O 0.436 0.117 -0.282
C 0.101 -0.552 0.940
C 0.932 -1.827 1.025
H -0.680 2.299 -2.293
H 0.688 1.149 -2.414
H 0.332 0.128 1.770
H -0.998 -0.753 1.078
H 0.781 -2.407 0.094
H 2.043 -1.594 1.187
H 0.611 -2.422 1.895
*
```

Results
* LUMO level: 0.942 eV
* HOMO-LUMO gap: 0.37488 Ha
* SMILES: [H]/N=C(\N)OCC
* highest occupied orbital energy: -9.3 eV

Quick one: most stable of them? arrangement b

Arrangement a

ORCA calculation (wB97M-V/def2-TZVPD) on C3H8N2O as an isolated structure.

The geometry in ORCA input format:
```
! RIJCOSX wB97M-V def2-TZVPD def2/J DEFGRID3
* xyz 0 1
C -1.879 -0.432 -0.129
C 0.074 0.849 0.047
C 2.340 -0.215 -0.040
H -3.258 -0.183 -0.017
H -1.823 -1.151 0.906
H -1.805 -0.757 -1.227
H -1.746 1.706 0.156
H -0.013 -1.254 0.074
H 2.647 0.558 -0.461
H 2.504 -0.769 1.096
H 2.650 -0.896 -0.441
N -1.212 0.862 0.133
N 0.856 -0.272 -0.032
O 0.665 1.956 -0.065
*
```

Results
* LUMO level: 0.500 eV
* HOMO-LUMO gap: 0.34363 Ha
* highest occupied orbital energy: -8.9 eV

Arrangement b

ORCA calculation (wB97M-V/def2-TZVPD) on a 2-piece molecular cluster, C3H8N2O overall.

The geometry in ORCA input format:
```
! RIJCOSX wB97M-V def2-TZVPD def2/J DEFGRID3
* xyz 0 1
C 0.954 -1.517 -0.062
C 1.735 -0.568 -0.640
N 2.037 0.828 -0.302
H 0.977 -1.686 1.055
H 0.569 -2.300 -0.696
H 2.007 -0.877 -1.619
H 2.298 1.367 -1.155
H 1.076 1.148 0.112
N -1.841 0.300 1.211
C -1.960 0.923 0.020
O -1.174 1.847 -0.377
H -2.570 0.332 1.820
H -1.272 -0.493 1.176
H -2.835 0.696 -0.543
*
```

Results
* LUMO level: 0.865 eV
* HOMO-LUMO gap: 0.34088 Ha
* SMILES: C=CN.NC=O
* highest occupied orbital energy: -8.4 eV

Quick one: most stable of them? arrangement b